(1)
Here is one molecule with the formula C6H6N2 from the Open Molecules 2025 dataset. Energies are from ωB97M-V/def2-TZVPD.

The value obtained for the HOMO energy (alpha / beta) is -0.282 / -0.284 Eh. Its frontier orbital gap (alpha / beta) is 6.113 / 6.732 eV. As for the energy above the lowest of the compared OMol25 structures with the same formula, charge and spin: 820.3 kJ/mol. The calculated total energy comes out at -341.41013 hartree.

```
14
Properties=species:S:1:pos:R:3:forces:R:3
N 0.595 1.188 -0.390 1.61 -2.28 0.12
N -0.370 2.096 -0.428 -1.15 0.48 -0.28
C 1.633 -0.981 -0.309 -1.85 -0.03 0.89
C -1.742 -1.398 0.794 0.87 0.69 0.72
C -2.566 -1.937 1.531 -0.59 -1.61 0.13
C 0.394 -0.084 0.004 1.46 0.51 -0.32
C -1.611 2.043 -0.128 0.22 -3.13 1.07
C -0.701 -0.695 0.424 -1.53 1.23 -0.37
H 2.270 -0.342 -0.814 1.54 1.23 -0.91
H 1.199 -1.635 -1.048 0.44 -0.93 -0.03
H -2.237 2.887 -0.033 -0.13 1.37 -0.51
H -3.117 -2.835 1.764 -0.22 0.55 -0.04
H 2.173 -1.461 0.523 -0.73 0.07 -0.29
H 0.073 2.799 -0.970 0.08 1.85 -0.18
```
Positions in Å, forces in eV/Å.



(2)
Here is C8H8O3S as an isolated structure from the Open Molecules 2025 dataset. Energies are from ωB97M-V/def2-TZVPD.

The value obtained for the HOMO energy is -0.347 Eh. Its frontier orbital gap is 9.049 eV. As for the energy above the lowest of the compared OMol25 structures with the same formula, charge and spin: 251.6 kJ/mol. The calculated total energy comes out at -933.44349 hartree.

```
20
Properties=species:S:1:pos:R:3:forces:R:3
S -0.885 -1.592 -1.936 -2.07 -0.20 -0.73
O -1.456 -1.526 -3.244 0.53 0.03 -0.13
O -1.761 -1.212 -0.884 -0.22 -0.32 0.62
O 0.208 -2.437 -1.673 0.91 -1.23 0.27
C 0.090 0.585 0.003 0.30 0.77 2.58
C 0.224 0.396 2.830 0.20 0.35 -4.18
C 0.840 -0.568 2.018 1.01 -0.19 1.98
C 0.685 0.011 -2.270 -1.15 1.17 0.43
C 0.898 -0.367 0.661 0.11 -1.95 -1.31
C -0.533 1.521 0.850 0.00 1.12 0.18
C -0.366 1.514 2.252 1.87 -4.72 -3.85
C -0.127 0.601 -1.420 -0.80 1.71 1.00
H -1.010 1.139 -1.750 0.01 -0.14 -0.10
H -1.116 2.378 0.453 0.34 -0.82 -0.06
H -0.769 2.177 2.837 -2.28 3.86 2.90
H 0.502 0.031 -3.255 -0.51 0.23 -3.50
H 1.378 -1.421 2.588 -0.92 1.37 -1.51
H 1.573 -0.323 -1.962 3.17 -1.63 1.16
H 1.424 -1.170 0.085 -0.52 0.99 0.35
H 0.199 0.264 3.817 0.01 -0.40 3.91
```
Positions in Å, forces in eV/Å.



(3)
Here is C10H24F3InO10P2 as an isolated structure from the Open Molecules 2025 dataset. Energies are from ωB97M-V/def2-TZVPD.

The value obtained for the HOMO energy is -0.584 Eh. Its frontier orbital gap is 2.999 eV. As for the energy above the lowest of the compared OMol25 structures with the same formula, charge and spin: 74.0 kJ/mol. The calculated total energy comes out at -2319.65880 hartree. Its total charge is +2.

```
50
Properties=species:S:1:pos:R:3:forces:R:3
In -1.276 1.178 0.703 1.73 -0.91 -0.79
P -1.364 -1.348 -2.688 -0.67 -2.58 -1.12
P 2.713 -0.236 -0.333 2.27 0.09 -1.80
F -0.052 4.295 3.164 -0.34 -0.03 -0.20
F 1.463 3.658 4.547 -0.19 -0.82 -0.36
F -0.442 4.189 5.299 -0.64 -0.42 -0.27
O 3.891 0.168 0.667 -0.71 0.19 -0.87
O -0.151 -2.345 -2.940 0.02 1.02 -0.08
O -1.251 -0.468 -1.502 -0.16 0.90 1.10
O -2.601 -2.355 -2.575 0.62 1.03 0.96
O 3.172 0.426 -1.729 0.37 -0.77 1.92
O -1.620 2.114 3.478 -0.24 0.21 2.53
O -1.532 -0.647 -4.086 0.74 0.54 0.64
O 1.393 0.266 0.074 -1.74 -0.12 0.80
O 0.390 1.465 3.136 0.38 0.00 1.52
O 2.874 -1.821 -0.523 -1.10 1.40 0.13
C -2.693 2.649 4.307 -1.94 0.41 -0.79
C 0.168 3.613 4.273 1.53 1.77 0.95
C 4.132 -2.321 -1.000 0.48 -1.20 -0.07
C -0.325 2.150 4.021 -0.82 -0.85 -4.49
C 2.346 0.362 -2.913 -0.05 0.66 0.77
C 0.193 -3.328 -1.923 0.16 0.43 0.02
C -2.297 0.570 -4.189 -0.86 0.49 -0.09
C -2.871 -3.320 -3.598 -0.73 -0.43 -0.53
C 3.619 0.106 2.065 -0.51 -0.33 1.08
C -3.999 2.137 3.705 0.44 -0.87 0.70
H 4.599 -2.869 -0.182 0.28 0.51 0.12
H -2.648 2.436 5.375 0.57 -0.44 -0.12
H 2.273 1.406 -3.215 -0.06 -0.19 -0.42
H 1.268 -3.309 -1.762 0.00 0.27 -0.14
H -0.316 1.541 4.958 0.34 -0.25 0.38
H -4.017 2.292 2.627 -0.38 0.52 0.08
H -2.895 -4.341 -3.216 0.38 0.19 0.45
H -2.165 -3.273 -4.424 -0.04 0.16 0.00
H -4.140 1.063 3.853 0.33 -0.05 0.07
H 3.963 -3.103 -1.743 -0.42 0.30 -0.17
H 2.549 0.044 2.272 -0.03 -0.04 -0.24
H -2.703 0.917 -3.238 0.01 -0.42 0.17
H -3.130 0.366 -4.858 0.02 -0.02 -0.02
H -1.754 1.431 -4.575 0.61 -0.51 -0.23
H -3.892 -3.137 -3.931 0.17 0.18 -0.28
H -0.293 -3.023 -0.999 -0.06 -0.51 0.14
H 3.962 0.985 2.608 0.37 0.13 -0.51
H 4.074 -0.777 2.513 0.20 0.02 -0.23
H 2.855 -0.246 -3.656 -0.24 -0.07 -0.02
H 1.355 0.015 -2.620 0.02 -0.25 -0.42
H -4.821 2.568 4.276 -0.13 0.41 -0.53
H 4.769 -1.564 -1.451 -0.02 0.13 0.28
H -0.061 -4.323 -2.277 -0.41 0.09 0.07
H -2.716 3.740 4.222 0.48 0.01 -0.12
```
Positions in Å, forces in eV/Å.



(4)
Here is C20H48F6KO20P4 as an isolated structure from the Open Molecules 2025 dataset. Energies are from ωB97M-V/def2-TZVPD.

The value obtained for the HOMO energy is -0.188 Eh. Its frontier orbital gap is 4.618 eV. As for the energy above the lowest of the compared OMol25 structures with the same formula, charge and spin: 0.0 kJ/mol. The calculated total energy comes out at -4860.71898 hartree. Its total charge is -1.

```
99
Properties=species:S:1:pos:R:3:forces:R:3
K -0.541 -0.722 0.061 -0.20 -0.14 0.16
P -2.758 1.514 -1.831 0.19 -1.29 1.09
P 1.956 -5.424 3.147 -0.64 -0.16 0.26
P 2.608 0.465 -2.606 -0.19 -0.17 -0.51
P 0.444 5.160 0.317 0.53 -0.50 -0.07
F -0.909 -1.985 -3.501 -0.13 0.02 0.03
F -2.375 -3.563 -3.684 -0.17 -0.16 -0.11
F -0.070 1.205 5.159 -0.26 0.01 -0.06
F -0.263 -4.001 -3.872 0.01 -0.28 -0.10
F -0.398 -0.896 5.355 -0.05 -0.54 -0.01
F -1.917 0.469 6.031 -0.27 0.08 0.32
O -1.329 1.306 -1.561 0.23 0.42 -0.33
O 3.229 -0.604 -3.568 0.48 -0.24 -0.24
O -3.642 0.614 -0.887 -0.29 0.55 -0.05
O 1.834 -0.075 -1.496 -0.45 -0.01 0.55
O -0.402 5.527 1.437 -0.49 0.21 0.17
O 1.807 1.468 -3.542 0.08 0.19 0.23
O 1.585 6.178 -0.086 0.44 0.06 -0.10
O 1.278 3.819 0.509 -0.03 0.12 0.07
O 1.908 -4.083 2.342 0.25 0.21 -0.21
O -0.334 4.964 -1.047 -0.24 0.14 0.07
O 3.255 -6.087 3.090 0.35 -0.03 -0.13
O -2.048 -2.944 -0.969 -0.55 0.79 -0.39
O -2.583 1.312 3.400 -0.26 -0.19 0.50
O 0.718 -6.278 2.635 0.32 -0.09 0.09
O -3.280 2.973 -1.592 -0.16 0.38 -0.51
O 0.163 -3.051 -1.180 1.17 0.24 -0.70
O -0.918 -0.133 2.698 1.70 0.01 -1.39
O 3.902 1.279 -2.254 0.09 0.19 -0.09
O 1.410 -5.067 4.591 -0.08 -0.04 0.00
O -3.218 1.098 -3.271 -0.42 0.40 -0.49
C -1.033 0.243 5.048 0.81 0.86 -0.09
C 0.965 -7.370 1.755 -0.83 -0.40 -0.70
C 0.375 4.716 -2.252 0.30 -0.14 -0.54
C -3.140 3.988 -2.600 -0.36 0.29 0.32
C 2.428 -1.629 -4.181 -0.01 0.17 0.18
C 0.495 1.116 -3.985 -0.61 0.25 -0.39
C 2.523 -3.238 -0.830 0.41 0.48 -1.20
C -3.482 -0.280 -3.580 0.55 -0.90 -0.02
C 0.729 -3.270 2.352 -0.75 0.73 -0.31
C -1.176 -3.284 -3.169 0.44 0.85 -0.12
C -3.131 3.591 3.076 0.18 -0.48 -0.13
C -1.693 0.154 3.664 -1.76 -0.65 0.16
C -1.114 -3.520 -1.653 -0.79 -0.87 1.11
C 2.293 -4.369 5.474 0.33 -0.32 0.04
C -2.260 2.596 3.836 0.64 0.94 -0.07
C 0.499 2.633 0.731 -0.77 -0.97 0.34
C 1.246 -3.951 -1.213 0.13 -0.86 0.91
C -4.015 1.095 0.419 -0.17 -0.02 0.48
C 2.883 6.151 0.530 -0.04 0.37 -0.11
C 3.764 2.339 -1.314 0.11 0.27 0.85
H 2.986 5.285 1.175 0.11 0.01 0.02
H 0.099 0.216 -3.521 0.20 -0.06 0.05
H -5.054 1.429 0.398 0.00 -0.14 -0.09
H 1.356 -4.486 -2.161 -0.09 0.25 -0.14
H -3.414 1.931 0.775 0.22 -0.14 -0.21
H 3.033 7.075 1.089 -0.20 -0.08 0.15
H 4.747 2.548 -0.897 0.07 -0.02 -0.22
H -0.189 -3.811 2.580 0.22 -0.25 0.19
H 1.952 -7.359 1.302 0.15 0.06 0.24
H 3.126 2.064 -0.471 -0.10 -0.14 -0.17
H 0.546 5.657 -2.778 -0.11 -0.01 -0.01
H -0.201 1.915 -3.732 0.18 0.01 0.10
H -1.207 2.836 3.648 0.07 -0.06 -0.14
H -4.136 4.243 -2.965 0.04 -0.21 -0.15
H -2.748 3.719 2.062 -0.05 0.08 -0.01
H -3.136 4.567 3.560 -0.08 0.03 0.01
H 0.345 2.101 -0.208 0.23 0.11 0.02
H 3.360 3.247 -1.760 0.02 -0.08 -0.25
H 2.978 -2.786 -1.721 -0.13 0.10 0.09
H -2.987 -0.533 -4.517 0.00 0.26 -0.03
H -3.887 0.277 1.121 -0.03 -0.02 -0.02
H 1.965 -3.340 5.600 -0.10 0.01 0.04
H 3.035 -2.530 -4.201 -0.05 -0.06 0.00
H 0.223 -7.324 0.951 0.11 0.23 0.05
H 2.192 -1.323 -5.200 -0.07 -0.01 0.00
H 1.343 4.232 -2.119 -0.04 0.02 0.39
H -2.377 2.770 4.916 -0.28 -0.42 0.05
H -0.493 2.818 1.155 0.06 0.49 -0.14
H -4.137 3.169 3.010 -0.08 0.24 0.09
H 0.770 -8.321 2.254 0.31 0.11 0.28
H 3.636 6.146 -0.258 -0.09 -0.24 -0.05
H -4.544 -0.494 -3.680 -0.10 0.40 0.16
H 0.575 -2.868 1.352 0.27 -0.19 -0.08
H 1.079 -4.739 -0.455 -0.21 0.03 -0.09
H -0.206 4.031 -2.868 -0.19 0.16 0.09
H 0.944 1.980 1.483 0.50 0.19 -0.17
H 3.288 -3.916 -0.455 -0.20 -0.04 0.41
H 3.317 -4.398 5.098 -0.03 0.11 -0.04
H -1.125 -4.639 -1.556 0.33 -0.12 -0.12
H 0.514 1.024 -5.073 0.10 -0.17 0.04
H -2.743 4.880 -2.122 0.27 -0.13 0.01
H 2.286 -4.917 6.414 -0.11 0.21 0.13
H 2.320 -2.398 -0.172 0.11 -0.20 0.37
H -2.508 3.658 -3.422 0.02 0.04 -0.03
H -2.475 -0.629 3.840 -0.06 0.06 0.20
H 1.517 -1.800 -3.608 0.01 -0.11 -0.03
H 0.824 -2.420 3.027 0.14 -0.16 0.15
H -3.057 -0.941 -2.822 -0.15 0.06 0.06
```
Positions in Å, forces in eV/Å.